9
Properties=species:S:1:pos:R:3:nbo_charge:R:1 method="wB97M-V/def2-TZVPD" de_lowest_kj_mol=365.22 lumo_energy_ev="-0.461 / -0.203" total_charge=0 gap_ha="0.2933 / 0.2746" energy_ev=-20383.409
I -2.224 -1.435 2.008 0.10
I 0.015 -3.590 0.276 0.20
O 0.693 -1.302 1.988 -0.75
C -0.311 0.184 -0.595 -0.50
C -0.267 -1.755 1.227 -0.09
H 0.577 -0.717 2.713 0.51
H -1.051 -0.364 -1.240 0.18
H 0.687 0.041 -0.742 0.17
H -0.740 0.742 0.205 0.17